# 1
DFT (ωB97M-V/def2-TZVPD) results for an isolated ion of composition C4H9N2S and charge +1.

Calculated values
Charge: +1
Frontier orbital gap (spin up / spin down) in eV: 6.750 / 6.677
Highest occupied orbital energy (spin up / spin down) in eV: -10.71 / -14.55
Multiplicity: 3

Each atom is followed by the atoms it is bonded to, with distances in Å.
Geometry (Å):
1 S 1.058 1.438 -0.101  C5 1.668, C7 1.974
2 N 0.185 -0.981 -0.295  C5 1.767, C7 1.468, H15 1.033
3 N 2.773 -0.787 0.110  C5 1.285, H11 1.023, H14 1.044
4 C -1.393 0.533 -1.332  C7 1.523, H8 1.102, H10 1.068, H16 1.122
5 C 1.699 -0.101 -0.058  S1 1.668, N2 1.767, N3 1.285
6 C -1.245 0.451 1.222  C7 1.504, H9 1.075, H12 1.143, H13 1.106
7 C -0.540 0.279 -0.096  S1 1.974, N2 1.468, C4 1.523, C6 1.504
8 H -0.924 0.809 -2.290  C4 1.102
9 H -2.127 -0.164 1.250  C6 1.075
10 H -2.218 1.120 -0.994  C4 1.068
11 H 3.707 -0.389 0.235  N3 1.023
12 H -1.535 1.543 1.391  C6 1.143
13 H -0.457 0.269 1.978  C6 1.106
14 H 2.691 -1.823 0.011  N3 1.044
15 H 0.149 -1.705 0.441  N2 1.033
16 H -1.823 -0.493 -1.474  C4 1.122

Atomic partial charges in e from the natural (NBO) method, atoms 1 to 5:
1. S 0.399
2. N -0.288
3. N -0.730
4. C -0.643
5. C 0.169

***

# 2
DFT (ωB97M-V/def2-TZVPD) results for the molecule C4H9N3.

Calculated values
Frontier orbital gap (spin up / spin down) in eV: 6.881 / 8.971
Highest occupied orbital energy (spin up / spin down) in eV: -7.53 / -8.77

Each atom is followed by the atoms it is bonded to, with distances in Å.
Geometry (Å):
1 N -1.156 -1.030 -1.005  C7 1.330, H15 1.019
2 N -0.638 2.059 -0.768  C5 1.360, H14 1.008, H16 1.010
3 N -1.047 -0.201 1.251  C7 1.453, H10 1.013, H11 1.015
4 C 0.939 -1.457 0.198  C7 1.747, H9 1.096, H12 1.092, H13 1.088
5 C 0.221 1.055 -0.449  N2 1.360, C6 1.277, C7 1.674
6 C 1.453 0.751 -0.305  C5 1.277, H8 1.065
7 C -0.450 -0.427 -0.053  N1 1.330, N3 1.453, C4 1.747, C5 1.674
8 H 2.517 0.777 -0.339  C6 1.065
9 H 0.298 -2.308 0.455  C4 1.096
10 H -1.440 -1.063 1.612  N3 1.013
11 H -0.387 0.185 1.919  N3 1.015
12 H 1.608 -1.316 1.048  C4 1.092
13 H 1.443 -1.746 -0.722  C4 1.088
14 H -0.251 2.949 -1.041  N2 1.008
15 H -1.634 -0.346 -1.590  N1 1.019
16 H -1.478 2.119 -0.211  N2 1.010

Atomic partial charges in e from the natural (NBO) method, atoms 1 to 5:
1. N -0.626
2. N -0.816
3. N -0.855
4. C -0.677
5. C 0.076

***

# 3
DFT (ωB97M-V/def2-TZVPD) results for a 3-piece molecular cluster, C4H9N3 overall.

Calculated values
Frontier orbital gap (spin up / spin down) in eV: 8.232 / 8.231
Highest occupied orbital energy (spin up / spin down) in eV: -8.63 / -8.63

Each atom is followed by the atoms it is bonded to, with distances in Å.
Geometry (Å):
1 N -0.560 -1.190 -0.930  N3 1.182
2 N 0.003 0.797 0.013  C5 1.442, C6 1.434, H15 1.040
3 N -1.290 -1.802 -0.231  N1 1.182, H9 1.031
4 C 1.387 -1.563 -0.628  C7 1.218
5 C -0.588 1.808 -0.829  N2 1.442, H11 1.096, H13 1.094, H16 1.091
6 C -0.395 0.691 1.387  N2 1.434, H10 1.101, H12 1.092, H14 1.095
7 C 2.298 -2.372 -0.664  C4 1.218, H8 1.067
8 H 3.167 -2.987 -0.732  C7 1.067
9 H -1.157 -1.886 0.788  N3 1.031
10 H -1.413 0.278 1.463  C6 1.101
11 H -0.047 2.758 -0.744  C5 1.096
12 H 0.297 0.019 1.899  C6 1.092
13 H -1.641 1.993 -0.595  C5 1.094
14 H -0.413 1.661 1.893  C6 1.095
15 H 0.894 0.315 -0.222  N2 1.040
16 H -0.543 1.480 -1.868  C5 1.091

Atomic partial charges in e from the natural (NBO) method, atoms 1 to 5:
1. N 0.145
2. N -0.589
3. N -0.326
4. C -0.242
5. C -0.413

***

# 4
DFT (ωB97M-V/def2-TZVPD) results for a 2-piece molecular cluster, C4H9N3 overall.

Calculated values
SMILES: [H]/N=C1/CN1C.C=N
Frontier orbital gap in eV: 10.022
Highest occupied orbital energy in eV: -8.98

Each atom is followed by the atoms it is bonded to, with distances in Å.
Geometry (Å):
1 N 2.468 -0.295 0.264  C7 1.250, H11 1.020
2 N -1.306 -0.399 0.621  C4 1.357, C5 1.469, C6 1.436
3 N -0.572 1.964 0.205  C4 1.244, H12 1.019
4 C -1.229 0.909 0.269  N2 1.357, N3 1.244, C5 1.454
5 C -2.498 0.238 0.044  N2 1.469, C4 1.454, H9 1.082, H10 1.087
6 C -0.611 -1.539 0.095  N2 1.436, H8 1.091, H13 1.091, H15 1.097
7 C 2.530 0.607 -0.600  N1 1.250, H14 1.094, H16 1.084
8 H -0.992 -2.438 0.580  C6 1.091
9 H -3.337 0.356 0.718  C5 1.082
10 H -2.769 0.004 -0.982  C5 1.087
11 H 3.150 -0.230 1.020  N1 1.020
12 H 0.403 1.872 0.484  N3 1.019
13 H 0.454 -1.430 0.306  C6 1.091
14 H 3.237 1.443 -0.617  C7 1.094
15 H -0.750 -1.636 -0.989  C6 1.097
16 H 1.821 0.573 -1.419  C7 1.084

Atomic partial charges in e from the natural (NBO) method, atoms 1 to 5:
1. N -0.614
2. N -0.405
3. N -0.683
4. C 0.452
5. C -0.296

***

# 5
DFT (ωB97M-V/def2-TZVPD) results for the molecule C4H9N3.

Calculated values
SMILES: [H]/N=C(N)/C=C(/C)N
Frontier orbital gap in eV: 9.129
Highest occupied orbital energy in eV: -8.33

Each atom is followed by the atoms it is bonded to, with distances in Å.
Geometry (Å):
1 N -0.718 -0.102 -2.676  C5 1.294, H15 1.021
2 N -0.582 0.321 1.433  C4 1.390, H10 1.020, H13 1.021
3 N -1.613 -1.218 -0.874  C5 1.360, H11 1.019, H12 1.009
4 C 0.558 0.254 0.641  N2 1.390, C6 1.347, C7 1.510
5 C -0.632 -0.463 -1.437  N1 1.294, N3 1.360, C6 1.484
6 C 0.568 -0.041 -0.672  C4 1.347, C5 1.484, H14 1.085
7 C 1.860 0.588 1.329  C4 1.510, H8 1.095, H9 1.095, H16 1.095
8 H 2.731 0.358 0.707  C7 1.095
9 H 1.893 1.654 1.579  C7 1.095
10 H -0.440 0.899 2.261  N2 1.020
11 H -1.561 -1.308 0.140  N3 1.019
12 H -2.548 -1.148 -1.248  N3 1.009
13 H -1.380 0.671 0.901  N2 1.021
14 H 1.477 0.014 -1.263  C6 1.085
15 H -1.572 -0.493 -3.076  N1 1.021
16 H 1.959 0.012 2.256  C7 1.095

Atomic partial charges in e from the natural (NBO) method, atoms 1 to 5:
1. N -0.710
2. N -0.830
3. N -0.830
4. C 0.223
5. C 0.401

***

# 6
DFT (ωB97M-V/def2-TZVPD) results for the molecule C4H9N3.

Calculated values
SMILES: C=C=NN(N)CC
Frontier orbital gap in eV: 7.910
Highest occupied orbital energy in eV: -7.29

Each atom is followed by the atoms it is bonded to, with distances in Å.
Geometry (Å):
1 N 0.757 1.108 0.483  N2 1.351, C5 1.175
2 N 0.937 0.129 -0.431  N1 1.351, N3 1.428, C6 1.480
3 N 2.123 -0.585 -0.083  N2 1.428, H12 1.021, H14 1.019
4 C -1.303 2.461 0.297  C5 1.297, H11 1.082, H13 1.082
5 C -0.216 1.757 0.369  N1 1.175, C4 1.297
6 C -0.137 -0.835 -0.759  N2 1.480, C7 1.526, H15 1.098, H16 1.097
7 C -0.703 -1.585 0.444  C6 1.526, H8 1.095, H9 1.094, H10 1.095
8 H -1.222 -0.908 1.129  C7 1.095
9 H 0.080 -2.108 1.003  C7 1.094
10 H -1.427 -2.334 0.106  C7 1.095
11 H -2.222 2.005 -0.047  C4 1.082
12 H 2.688 0.028 0.506  N3 1.021
13 H -1.320 3.479 0.663  C4 1.082
14 H 2.683 -0.749 -0.919  N3 1.019
15 H 0.235 -1.558 -1.496  C6 1.098
16 H -0.954 -0.305 -1.264  C6 1.097

Atomic partial charges in e from the natural (NBO) method, atoms 1 to 5:
1. N -0.342
2. N -0.154
3. N -0.678
4. C -0.708
5. C 0.481

***

# 7
DFT (ωB97M-V/def2-TZVPD) results for an isolated ion of composition C4H9N3 and charge +2.

Calculated values
Charge: +2
Frontier orbital gap (spin up / spin down) in eV: 8.968 / 7.884
Highest occupied orbital energy (spin up / spin down) in eV: -17.57 / -20.48
Multiplicity: 3

Each atom is followed by the atoms it is bonded to, with distances in Å.
Geometry (Å):
1 N 1.526 0.095 0.032  C4 1.298, C5 1.580, C6 1.341
2 N -0.820 -0.180 0.152  C5 1.438, C7 1.356
3 N -3.014 0.494 0.228  C7 1.294, H11 0.950, H15 1.008
4 C 2.705 -0.378 0.295  N1 1.298, H12 1.088, H16 1.104
5 C 0.348 -0.922 -0.239  N1 1.580, N2 1.438, H9 1.090, H14 1.136
6 C 1.238 1.401 -0.063  N1 1.341, H8 1.085, H13 1.132
7 C -2.142 -0.428 -0.023  N2 1.356, N3 1.294, H10 1.035
8 H 0.159 1.457 -0.164  C6 1.085
9 H 0.419 -1.142 -1.304  C5 1.090
10 H -2.433 -1.394 -0.250  C7 1.035
11 H -2.772 1.404 0.356  N3 0.950
12 H 3.554 0.276 0.487  C4 1.088
13 H 1.791 2.388 -0.012  C6 1.132
14 H 0.587 -1.889 0.307  C5 1.136
15 H -3.987 0.278 0.072  N3 1.008
16 H 2.840 -1.461 0.126  C4 1.104

Atomic partial charges in e from the natural (NBO) method, atoms 1 to 5:
1. N -0.310
2. N -0.207
3. N -0.473
4. C 0.060
5. C -0.122

***

# 8
DFT (ωB97M-V/def2-TZVPD) results for the molecule C4H9N3O.

Calculated values
Frontier orbital gap in eV: 8.340
Highest occupied orbital energy in eV: -7.30

Each atom is followed by the atoms it is bonded to, with distances in Å.
Geometry (Å):
1 O 0.066 0.689 -1.677  C7 1.429, H11 0.963
2 N 1.086 0.912 1.602  C5 1.377, H15 1.009, H16 1.008
3 N 0.251 -3.042 -0.589  C8 1.332, H10 1.006, H13 1.017
4 N 0.720 -1.163 0.607  C5 1.298, C8 1.300
5 C 0.587 0.128 0.586  N2 1.377, N4 1.298, C7 1.492
6 C -1.070 1.988 -0.002  C7 1.512, H9 1.088, H12 1.089, H17 1.093
7 C -0.454 0.650 -0.347  O1 1.429, C5 1.492, C6 1.512, H14 1.235
8 C -0.154 -2.012 0.153  N3 1.332, N4 1.300
9 H -1.386 2.012 1.039  C6 1.088
10 H -0.317 -3.870 -0.647  N3 1.006
11 H -0.141 -0.150 -2.103  O1 0.963
12 H -1.919 2.180 -0.655  C6 1.089
13 H 1.168 -3.083 -1.027  N3 1.017
14 H -1.134 -0.380 -0.321  C7 1.235
15 H 1.787 0.464 2.173  N2 1.009
16 H 1.263 1.878 1.374  N2 1.008
17 H -0.354 2.796 -0.166  C6 1.093

Atomic partial charges in e from the natural (NBO) method, atoms 1 to 5:
1. O -0.726
2. N -0.792
3. N -0.794
4. N -0.548
5. C 0.422

***

# 9
DFT (ωB97M-V/def2-TZVPD) results for the molecule C4H9N3O.

Calculated values
SMILES: [H]/N=C(/C)N/C(C)=N/O
Frontier orbital gap in eV: 9.330
Highest occupied orbital energy in eV: -8.59

Each atom is followed by the atoms it is bonded to, with distances in Å.
Geometry (Å):
1 O 1.055 2.744 -0.601  N3 1.401, H17 0.975
2 N 0.017 -0.508 0.301  C5 1.373, C7 1.419, H10 1.013
3 N 0.168 1.670 -0.449  O1 1.401, C5 1.307
4 N -2.258 0.282 0.172  C7 1.286, H15 1.032
5 C 0.773 0.589 -0.032  N2 1.373, N3 1.307, C8 1.513
6 C -1.881 -2.076 0.010  C7 1.510, H9 1.093, H11 1.093, H14 1.093
7 C -1.379 -0.654 0.096  N2 1.419, N4 1.286, C6 1.510
8 C 2.270 0.508 0.169  C5 1.513, H12 1.094, H13 1.094, H16 1.094
9 H -1.471 -2.667 0.834  C6 1.093
10 H 0.538 -1.371 0.397  N2 1.013
11 H -2.972 -2.113 0.076  C6 1.093
12 H 2.805 0.701 -0.766  C8 1.094
13 H 2.602 1.246 0.905  C8 1.094
14 H -1.563 -2.514 -0.939  C6 1.093
15 H -1.757 1.183 0.217  N4 1.032
16 H 2.579 -0.478 0.527  C8 1.094
17 H 0.474 3.459 -0.916  O1 0.975

Atomic partial charges in e from the natural (NBO) method, atoms 1 to 5:
1. O -0.580
2. N -0.620
3. N -0.235
4. N -0.653
5. C 0.382

***

# 10
DFT (ωB97M-V/def2-TZVPD) results for a 2-piece molecular cluster, C4H9N3O overall.

Calculated values
Frontier orbital gap in eV: 8.440
Highest occupied orbital energy in eV: -7.64

Each atom is followed by the atoms it is bonded to, with distances in Å.
Geometry (Å):
1 O -0.760 -3.518 0.491  C7 1.149
2 N -2.451 -2.102 -0.257  C6 1.421, C7 1.191
3 N 0.721 0.031 -0.118  N4 1.316, C5 1.425
4 N 1.097 -0.690 0.917  N3 1.316, C8 1.245, H12 0.975
5 C 0.805 1.448 -0.002  N3 1.425, H9 1.215, H11 1.106, H17 1.017
6 C -3.294 -1.070 -0.750  N2 1.421, H10 1.080, H13 1.043, H15 1.085
7 C -1.563 -2.845 0.018  O1 1.149, N2 1.191
8 C 1.703 -0.469 1.982  N4 1.245, H14 1.079, H16 1.060
9 H 1.819 1.927 -0.470  C5 1.215
10 H -2.961 -0.098 -0.415  C6 1.080
11 H 0.784 1.709 1.073  C5 1.106
12 H 0.925 -1.646 0.836  N4 0.975
13 H -4.233 -1.223 -0.323  C6 1.043
14 H 2.207 0.480 2.082  C8 1.079
15 H -3.191 -1.063 -1.830  C6 1.085
16 H 1.947 -1.269 2.633  C8 1.060
17 H -0.024 1.869 -0.415  C5 1.017

Atomic partial charges in e from the natural (NBO) method, atoms 1 to 5:
1. O -0.569
2. N -0.525
3. N -0.410
4. N -0.181
5. C -0.440

***

These records have E_tot values of -18096.82450; -8758.19887; -8757.18837; -8761.29806; -8764.00230; -8759.47366; -8741.57922; -10809.68088; -10810.24967; -10808.13170 eV, in the order they appear.
These records have energy relative to the best compared isomer or geometry (same formula, charge and spin) values of 50.3; 145.9; 169.2; 74.4; 12.1; 116.5; 0.0; 64.1; 51.0; 99.9 kcal per mole, in the order they appear.